Molecular formula: C29H86N16O11
Method: DFT, ωB97M-V/def2-TZVPD

As for the multiplicity: 1. The lowest unoccupied orbital energy is 0.199 eV. The molecular weight is 835.1 g mol⁻¹. Its SMILES is COC[C@H](C)N.COC[C@H](C)N.COC[C@H](C)N.COC[C@H](C)N.COC[C@H](C)N.COC[C@H](C)N.NC(N)=O.NC(N)=O.NC(N)=O.NC(N)=O.NC(N)=O. For the HOMO-LUMO gap, the calculation gives 8.72 eV. As for the maximum force: 2.15 eV/A.

Each line ends with the Mulliken charge.
Element x y z (Å)
O 6.018 -0.762 -0.472  -0.34
O -4.591 -1.820 0.905  -0.46
O -0.613 -1.992 5.921  -0.26
O 1.691 5.543 3.443  -0.79
O 0.645 3.340 0.561  -0.37
O -5.343 3.660 -1.818  -0.42
O 2.799 0.680 3.326  -0.71
O -2.859 -3.241 -4.799  -0.32
O 1.463 -1.571 0.182  -0.56
O 0.643 -5.279 1.428  -0.61
O -1.687 2.382 -5.995  -0.29
N 4.433 2.032 4.125  -0.46
N 6.268 -0.740 -4.211  -0.66
N 4.756 -0.247 4.083  -0.46
N 0.661 4.891 -1.088  -0.46
N -1.779 -2.028 -2.501  -0.57
N -1.773 -3.938 0.000  -0.47
N -1.504 1.492 -3.206  0.31
N -0.335 -0.324 -0.356  1.83
N 1.640 5.375 0.919  -0.34
N -2.668 2.310 0.439  -0.25
N 1.543 4.607 5.539  -0.37
N 1.222 0.517 1.069  0.87
N 1.023 3.389 3.689  0.12
N 2.430 -4.072 0.703  -0.05
N 2.735 -5.957 1.979  -0.40
N 1.213 1.258 5.718  -0.14
C -2.310 -3.168 2.259  -1.23
C -2.865 -3.438 0.863  0.32
C 0.816 -0.521 0.322  -0.85
C -0.515 1.770 -5.505  -0.97
C -6.532 3.413 -1.098  -0.68
C 5.058 -1.586 0.161  -0.47
C -0.657 0.426 4.307  -1.71
C -3.426 -2.186 0.187  -0.17
C -3.826 3.151 0.081  0.49
C -0.415 2.032 -4.019  0.41
C -1.558 -3.542 -4.361  -1.30
C -3.480 4.629 0.269  -1.60
C 1.351 4.611 4.189  0.67
C 0.460 -1.090 6.016  -0.76
C 3.922 0.791 3.799  0.71
C -2.050 2.052 -7.314  -0.77
C 0.872 1.488 -3.412  -0.80
C 0.441 -2.772 -3.013  -1.54
C 1.015 4.444 0.164  0.39
C 0.069 0.347 5.647  0.78
C -5.382 -0.881 0.180  -0.58
C -3.555 -4.372 -5.221  -0.82
C -4.212 2.942 -1.379  -0.29
C 6.406 -1.184 -1.768  -0.85
C -0.908 -2.388 -3.617  1.28
C 4.182 -0.403 -3.019  -1.28
C 1.859 -5.141 1.325  0.47
C 5.703 -0.422 -2.887  0.73
C -0.953 -2.637 7.129  -0.82
H -6.815 2.361 -1.227  0.26
H 1.214 -2.888 -3.775  0.52
H -2.920 2.668 -7.525  0.24
H -3.097 4.886 1.259  0.44
H -4.590 2.930 0.831  0.21
H -1.893 2.948 0.600  -0.06
H -3.645 -4.201 0.924  0.48
H 0.821 1.446 1.027  -0.25
H 5.421 2.111 4.276  0.19
H 3.818 -1.417 -3.221  0.36
H -0.220 -3.373 7.463  0.30
H -4.367 5.248 0.121  0.36
H 0.194 4.197 -1.650  0.15
H -0.910 1.442 4.003  0.51
H -3.733 -2.376 -0.847  0.41
H 7.486 -1.057 -1.850  0.33
H 0.979 1.934 -2.421  0.02
H -1.387 0.497 -3.021  -0.47
H 1.190 3.818 6.056  0.17
H 0.399 2.172 -5.964  0.41
H 7.111 -1.303 -4.122  0.25
H -0.502 3.113 -3.864  0.16
H 0.954 0.404 -3.327  0.12
H 3.423 -4.052 0.847  0.13
H -0.662 0.617 6.418  0.33
H 4.372 -1.173 4.041  0.24
H -1.570 -0.156 4.418  0.54
H 5.677 -0.042 4.417  0.15
H -1.340 -4.784 0.359  0.51
H -1.902 -2.616 -1.685  -0.23
H 1.069 3.243 2.690  -0.09
H -1.231 2.208 -8.022  0.31
H -1.131 -1.884 7.908  0.35
H -5.905 -1.413 -0.624  0.33
H -0.863 -1.575 -4.348  -0.05
H -0.039 0.062 3.483  0.12
H 3.711 -0.020 -2.114  0.19
H -2.977 -5.078 -5.830  0.32
H -3.367 3.243 -2.004  0.19
H -6.136 -0.550 0.891  0.34
H -1.966 -4.100 2.709  0.43
H 1.778 1.108 6.554  0.39
H -1.933 -3.089 6.981  0.24
H -4.307 1.877 -1.651  0.28
H 4.904 -2.583 -0.261  0.31
H 3.870 2.794 3.785  0.16
H -0.671 -1.096 -0.912  -0.67
H 1.771 1.825 -3.939  0.49
H -2.393 1.510 -3.702  0.35
H 1.922 -3.269 0.344  0.37
H 0.761 -1.967 -2.352  -0.10
H 5.226 -1.604 1.237  0.16
H -2.636 -1.425 0.177  -0.08
H 1.906 0.992 5.006  -0.77
H -2.723 -1.818 -2.801  0.36
H -4.722 -0.096 -0.195  0.13
H -3.069 -2.833 2.972  0.38
H 4.069 -1.134 0.008  0.11
H -3.886 -4.991 -4.372  0.32
H 2.392 -6.772 2.454  0.22
H -1.000 0.322 0.034  -0.05
H 1.886 5.106 1.903  0.18
H -6.419 3.663 -0.039  0.30
H -4.470 -4.117 -5.754  0.25
H -2.720 4.899 -0.470  0.32
H 6.176 -2.246 -1.938  0.36
H 1.251 -1.384 5.306  0.22
H 2.150 0.487 1.462  0.11
H 5.648 -1.363 -4.720  0.26
H 5.989 0.630 -2.737  0.10
H -2.348 1.000 -7.418  0.29
H -0.562 0.697 -5.741  0.27
H -1.031 -3.250 0.138  -0.37
H 1.704 6.343 0.671  0.17
H 1.745 5.476 5.999  0.23
H -0.939 -3.815 -5.237  0.48
H 0.352 -3.686 -2.424  0.44
H 3.886 0.224 -3.859  0.41
H -2.382 1.752 -0.363  0.06
H 0.984 -1.155 6.978  0.44
H 3.715 -5.801 2.122  0.12
H -1.527 -4.463 -3.761  0.44
H 1.143 2.559 4.269  0.35
H -7.269 4.082 -1.541  0.26
H -1.521 -2.420 2.167  0.12
H 1.084 5.671 -1.552  0.20